{
  "formula": "C19H57N9O8",
  "method": "the ωB97M-V functional and the def2-TZVPD basis",
  "symbols": ["C", "O", "C", "C", "C", "N", "H", "H", "H", "H", "H", "H", "H", "H", "H", "H", "H", "C", "O", "C", "C", "C", "N", "H", "H", "H", "H", "H", "H", "H", "H", "H", "H", "H", "C", "O", "C", "C", "C", "N", "H", "H", "H", "H", "H", "H", "H", "H", "H", "H", "H", "N", "C", "N", "O", "H", "H", "H", "H", "N", "C", "N", "O", "H", "H", "H", "H", "N", "C", "N", "O", "H", "H", "H", "H", "C", "C", "O", "H", "H", "H", "H", "H", "H", "C", "C", "O", "H", "H", "H", "H", "H", "H"],
  "positions_angstrom": [[12.660410, 16.162370, 14.108195], [11.936600, 16.410020, 12.877725], [10.524430, 16.470210, 12.999415], [9.852890, 16.606770, 11.616205], [10.004000, 17.944510, 11.027285], [8.418710, 16.376760, 11.737355], [12.750970, 17.066290, 14.710555], [13.682370, 15.847120, 13.897695], [12.180880, 15.338550, 14.636835], [10.211930, 15.550070, 13.493165], [10.155040, 17.245130, 13.671095], [10.186520, 15.778500, 10.991105], [11.053470, 18.238950, 11.030795], [9.481050, 18.733560, 11.567665], [9.669460, 17.808990, 9.998785], [7.963600, 16.379240, 10.835705], [8.275960, 15.401630, 11.958365], [16.025690, 7.018290, 10.743845], [15.610000, 8.199490, 11.432635], [14.480240, 8.007340, 12.338915], [14.087120, 9.298900, 13.144335], [15.311640, 9.707820, 14.033065], [12.953700, 8.910800, 13.997155], [16.310910, 6.244520, 11.456605], [16.755680, 7.260350, 9.971435], [15.230960, 6.615250, 10.116095], [13.608330, 7.716220, 11.753155], [14.641310, 7.165420, 13.012215], [13.697400, 10.067550, 12.476955], [16.240070, 9.979430, 13.530715], [15.487760, 8.862380, 14.698125], [15.061950, 10.501430, 14.737305], [12.311720, 8.542280, 13.310025], [12.568670, 9.800680, 14.279945], [12.520460, 12.430740, 16.752945], [13.306300, 13.370880, 16.039065], [14.696100, 13.474470, 16.473155], [15.550150, 14.267820, 15.452315], [15.550200, 13.536990, 14.139425], [16.874760, 14.419020, 15.907115], [12.772590, 12.438400, 17.813355], [12.733320, 11.428110, 16.382105], [11.445390, 12.593070, 16.675685], [14.615090, 14.067250, 17.384285], [15.132070, 12.533600, 16.809025], [15.101450, 15.253500, 15.329005], [14.543730, 13.463590, 13.727455], [15.908550, 12.511880, 14.233475], [16.167210, 14.052700, 13.403595], [17.479500, 14.651660, 15.132345], [17.222200, 13.538360, 16.258985], [10.518780, 9.873110, 16.876135], [9.303210, 9.691310, 17.374155], [9.347260, 8.784690, 18.350515], [8.304430, 10.244880, 17.015165], [10.485940, 10.335500, 15.978795], [11.387600, 9.581830, 17.300885], [10.262100, 8.374160, 18.471465], [8.598740, 8.621690, 19.008735], [6.598930, 13.815810, 15.113295], [7.574390, 13.614540, 14.276935], [8.419290, 12.780540, 14.793255], [7.718910, 14.003280, 13.123755], [5.826500, 14.432260, 14.904855], [6.754890, 13.494190, 16.057925], [8.353350, 12.635590, 15.790625], [9.210470, 12.397840, 14.295585], [11.524550, 13.156250, 13.305635], [11.448870, 11.884350, 13.255235], [11.402060, 11.460360, 12.008595], [11.268280, 11.136120, 14.234505], [11.698400, 13.484810, 14.244745], [11.516900, 13.803550, 12.530365], [11.337770, 12.131020, 11.256145], [11.094810, 10.511270, 11.850685], [12.272150, 12.975130, 7.374855], [11.084390, 13.188900, 8.188445], [11.464560, 13.190440, 9.528075], [12.905580, 12.127200, 7.635405], [12.964570, 13.802820, 7.528415], [11.957820, 12.872260, 6.336245], [10.446860, 12.305080, 8.165895], [10.447230, 14.034280, 7.928725], [11.814190, 14.073870, 9.665615], [9.198770, 8.989840, 13.008055], [9.404740, 8.956590, 11.505395], [10.763150, 8.878890, 11.120795], [9.385050, 9.961410, 13.465715], [9.883630, 8.242410, 13.408575], [8.148920, 8.793330, 13.225515], [8.939130, 9.836250, 11.060975], [8.911740, 8.072550, 11.101015], [10.779110, 8.838060, 10.161795]],
  "atomic_forces_ev_per_a": [[-0.7, 0.1, -0.9], [0.9, 0.2, 0.1], [-0.4, -0.7, 0.2], [-0.7, -1.1, 1.3], [1.4, 0.6, -0.9], [-0.6, -0.6, 0.6], [-0.4, 0.0, 0.2], [-0.2, 0.0, -0.5], [0.0, 0.3, 0.4], [-0.4, -0.4, -0.1], [0.3, 0.6, 0.0], [1.1, 0.2, -0.4], [0.1, 0.0, -0.3], [-0.4, -0.3, -0.1], [-0.1, 0.8, -0.1], [0.2, 0.8, -0.5], [-0.1, -0.2, 0.9], [-1.1, 0.5, 0.0], [-0.5, -0.1, 0.6], [0.2, 0.7, -0.9], [1.8, -1.2, 0.1], [-1.0, -0.2, 0.1], [1.1, -0.3, -0.2], [0.4, -0.1, -0.1], [0.6, 0.2, 0.7], [-0.6, -0.2, 0.2], [-0.2, 0.0, -0.3], [0.4, 0.1, 0.4], [0.8, 0.3, -0.4], [-0.2, -0.1, -0.3], [0.2, -0.3, -0.2], [-0.2, 0.3, -0.2], [-0.7, -0.1, 0.2], [-0.6, -0.1, 0.3], [0.8, -0.5, 0.4], [0.6, 0.0, -0.5], [-1.3, 1.4, 0.7], [-1.7, -1.3, -0.5], [-0.8, -0.2, -1.0], [1.5, 0.3, 1.4], [0.0, 0.2, 0.3], [-0.1, -0.1, -0.1], [0.2, 0.4, -0.4], [0.4, 0.2, 0.3], [0.0, -0.5, -0.6], [-0.1, 0.0, 0.1], [-0.1, 0.0, -0.1], [0.2, 0.0, 0.2], [0.1, 0.1, 0.0], [0.1, 0.2, 0.0], [0.1, -0.2, 0.1], [1.3, 1.2, -2.0], [0.3, -0.7, 1.2], [0.2, -1.6, 1.8], [-1.8, 1.3, -1.0], [0.9, 0.1, -0.1], [-0.4, 0.0, -0.4], [-0.6, -0.3, 0.6], [0.2, 0.1, -0.3], [-3.4, 1.7, 2.0], [1.1, 0.0, -3.2], [3.3, -2.4, 2.2], [-0.9, 0.6, -0.6], [0.4, -0.1, 0.1], [-0.7, 0.2, -0.2], [0.5, -0.8, -0.3], [-0.2, 0.3, 0.1], [0.8, 4.8, 2.5], [-1.6, -3.0, -0.8], [0.0, -1.6, -1.6], [0.3, 0.5, 0.4], [0.0, 0.6, -0.2], [0.1, -0.2, 0.2], [0.1, -0.3, -0.2], [0.4, 0.1, -0.3], [1.4, 0.3, -1.5], [-1.5, -1.9, 0.6], [0.1, 1.1, 1.6], [-0.6, -0.4, 0.2], [0.0, 0.4, -0.5], [0.4, 0.2, -0.2], [-0.3, 0.0, -0.6], [0.3, 0.3, -0.1], [0.3, 0.1, 0.6], [0.3, 0.2, -0.4], [-1.3, -0.1, -0.1], [0.6, -0.1, 0.3], [0.4, -0.1, -0.2], [-0.3, 0.0, 0.5], [0.1, -0.4, 0.0], [-0.1, 0.1, -0.2], [-0.3, -0.1, 0.0], [0.2, 0.0, -0.1]],
  "total_charge": 0,
  "molar_mass_g_mol": 539.72,
  "e_tot_ha": -1852.814081,
  "gap_ev": 9.2,
  "smiles": "COC[C@H](C)N.COC[C@H](C)N.COC[C@H](C)N.NC(N)=O.NC(N)=O.NC(N)=O.CCO.CCO",
  "homo_ev": -8.790,
  "de_lowest_kcal_mol": 38.9
}